Below is 15 unconnected molecules or ions with the total composition C77H173ClN9O21 at a distorted geometry, with properties calculated with the ωB97M-V functional and the def2-TZVPD basis.

Cartesian coordinates (Å):
C1 16.961 21.831 10.897
O1 18.332 21.920 11.477
C2 19.133 20.866 10.976
C3 20.350 20.740 11.832
N1 21.435 21.758 11.686
H1 22.352 21.527 12.359
H2 21.631 21.883 10.701
C4 21.022 23.136 12.097
C5 22.062 24.085 11.429
O2 22.254 23.518 10.159
C6 22.974 24.367 9.299
H3 16.344 22.487 11.477
H4 16.597 20.816 11.105
H5 17.059 22.042 9.854
H6 19.357 20.989 9.896
H7 18.590 19.934 11.190
H8 20.913 19.820 11.740
H9 19.997 20.735 12.835
H10 20.975 23.283 13.180
H11 20.025 23.346 11.801
H12 22.989 24.245 11.937
H13 21.587 25.052 11.253
H14 23.257 23.729 8.460
H15 23.921 24.747 9.692
H16 22.339 25.196 8.945
C7 13.606 20.860 17.866
O3 14.692 21.842 18.105
C8 15.412 21.554 19.269
C9 16.901 22.031 19.188
N2 17.191 22.821 17.957
H17 18.217 22.776 17.830
H18 16.784 22.319 17.157
C10 16.631 24.206 17.881
C11 16.211 24.424 16.415
O4 17.327 24.383 15.544
C12 16.805 24.139 14.228
H19 13.496 20.913 16.750
H20 12.705 21.058 18.398
H21 14.017 19.892 18.194
H22 15.325 20.467 19.475
H23 14.959 22.081 20.106
H24 17.664 21.217 19.117
H25 17.118 22.652 20.051
H26 17.443 24.908 18.176
H27 15.771 24.297 18.512
H28 15.624 25.338 16.352
H29 15.441 23.665 16.138
H30 17.668 24.099 13.582
H31 16.181 24.926 13.886
H32 16.219 23.210 14.156
C13 28.230 14.472 17.477
O5 26.956 14.684 16.928
C14 26.448 15.961 17.105
C15 25.006 15.940 16.659
N3 24.971 15.612 15.199
H33 25.511 14.770 15.056
H34 23.953 15.358 14.992
C16 25.255 16.687 14.178
C17 26.633 17.324 14.068
O6 26.696 18.396 14.997
C18 28.038 18.820 15.192
H35 29.046 15.147 17.128
H36 28.570 13.507 17.137
H37 28.262 14.510 18.564
H38 27.082 16.714 16.592
H39 26.396 16.152 18.193
H40 24.497 16.864 17.008
H41 24.345 15.195 17.183
H42 24.531 17.492 14.338
H43 25.058 16.190 13.201
H44 26.906 17.735 13.070
H45 27.446 16.595 14.364
H46 27.916 19.676 15.861
H47 28.571 19.119 14.307
H48 28.652 17.987 15.572
C19 25.699 23.198 21.971
C20 24.377 22.756 22.664
C21 23.842 21.377 22.097
C22 22.384 21.202 22.488
N4 21.849 19.876 22.118
C23 21.743 19.616 20.615
C24 20.521 18.738 20.394
C25 19.853 18.632 21.791
C26 20.350 19.794 22.593
C27 22.710 18.791 22.821
H49 26.522 22.541 22.243
H50 26.028 24.216 22.275
H51 25.695 23.191 20.854
H52 23.632 23.549 22.545
H53 24.574 22.570 23.701
H54 24.581 20.618 22.387
H55 23.978 21.319 21.024
H56 21.876 21.975 21.927
H57 22.180 21.292 23.566
H58 22.688 19.092 20.399
H59 21.556 20.579 20.134
H60 20.832 17.730 20.041
H61 19.819 19.321 19.786
H62 20.053 17.733 22.354
H63 18.796 18.656 21.608
H64 20.276 19.699 23.691
H65 19.927 20.725 22.317
H66 22.761 18.996 23.861
H67 23.726 18.795 22.386
H68 22.215 17.811 22.622
C28 27.947 27.124 17.267
C29 26.738 27.736 16.501
C30 25.589 26.732 16.490
C31 25.862 25.767 15.322
N5 25.352 24.335 15.520
C32 23.817 24.192 15.391
C33 23.358 23.417 16.620
C34 24.488 23.682 17.704
C35 25.810 23.750 16.878
C36 26.030 23.537 14.458
H69 28.361 26.384 16.537
H70 27.583 26.709 18.202
H71 28.599 27.907 17.521
H72 27.099 27.863 15.465
H73 26.472 28.694 16.937
H74 24.598 27.181 16.353
H75 25.505 26.226 17.447
H76 26.935 25.678 15.274
H77 25.395 26.213 14.446
H78 23.662 23.675 14.429
H79 23.444 25.238 15.340
H80 23.267 22.392 16.238
H81 22.469 23.834 17.063
H82 24.534 22.903 18.475
H83 24.240 24.636 18.177
H84 26.241 22.775 16.625
H85 26.546 24.427 17.354
H86 27.067 23.733 14.479
H87 25.787 23.918 13.460
H88 25.786 22.453 14.419
C37 10.332 15.623 20.602
C38 10.404 15.250 19.149
C39 11.675 15.887 18.595
C40 11.591 15.897 17.052
N6 12.713 16.644 16.312
C41 12.270 16.568 14.833
C42 12.933 15.294 14.301
C43 14.302 15.441 14.971
C44 14.016 15.901 16.454
C45 12.781 18.086 16.800
H89 10.418 16.722 20.737
H90 11.064 15.113 21.252
H91 9.395 15.311 21.086
H92 9.543 15.655 18.624
H93 10.516 14.145 19.022
H94 12.613 15.388 18.943
H95 11.761 16.923 18.930
H96 10.677 16.407 16.884
H97 11.558 14.875 16.687
H98 12.629 17.378 14.254
H99 11.218 16.540 14.753
H100 12.899 15.305 13.225
H101 12.418 14.352 14.712
H102 14.910 16.172 14.480
H103 14.860 14.523 14.952
H104 14.751 16.536 16.929
H105 13.834 15.018 17.098
H106 11.846 18.593 16.872
H107 13.332 18.694 16.072
H108 13.322 18.042 17.749
C46 26.012 11.136 19.278
C47 25.599 12.412 19.969
C48 24.166 12.487 20.467
C49 23.241 11.930 19.403
N7 21.801 12.197 19.720
C50 20.869 11.875 18.552
C51 19.641 12.692 18.917
C52 20.113 14.041 19.472
C53 21.530 13.732 19.951
C54 21.386 11.373 20.914
H109 27.099 11.110 19.042
H110 25.478 11.029 18.339
H111 25.812 10.271 19.909
H112 25.705 13.213 19.282
H113 26.283 12.629 20.772
H114 23.885 13.513 20.675
H115 23.979 11.985 21.442
H116 23.238 10.850 19.298
H117 23.433 12.437 18.424
H118 20.521 10.815 18.638
H119 21.398 12.138 17.660
H120 19.058 12.093 19.608
H121 19.005 12.867 18.050
H122 19.500 14.552 20.225
H123 20.080 14.726 18.645
H124 21.710 13.908 21.007
H125 22.344 14.198 19.434
H126 21.700 10.325 20.723
H127 20.312 11.425 21.059
H128 21.981 11.609 21.822
C55 17.633 16.024 13.300
C56 18.239 16.409 12.013
C57 19.450 15.572 11.807
C58 20.084 15.757 10.409
N8 21.562 15.432 10.250
C59 22.516 16.509 10.731
C60 23.816 16.223 9.987
C61 23.385 15.587 8.670
C62 21.861 15.344 8.781
C63 21.817 14.138 10.927
H129 18.363 16.057 14.090
H130 17.256 14.973 13.328
H131 16.755 16.647 13.534
H132 18.482 17.485 12.052
H133 17.554 16.255 11.150
H134 19.174 14.519 11.978
H135 20.138 15.921 12.567
H136 19.945 16.767 9.962
H137 19.549 15.163 9.604
H138 22.623 16.321 11.775
H139 22.058 17.477 10.578
H140 24.269 15.419 10.564
H141 24.607 16.963 9.866
H142 23.797 14.584 8.551
H143 23.701 16.134 7.755
H144 21.448 14.404 8.466
H145 21.153 16.015 8.316
H146 22.060 14.230 11.972
H147 22.621 13.559 10.478
H148 20.881 13.595 10.849
C64 16.333 18.307 15.768
C65 17.299 19.514 15.894
C66 18.371 19.518 14.839
C67 19.658 20.069 15.439
N9 20.706 19.022 15.679
C68 20.323 17.957 16.743
C69 21.722 17.423 17.129
C70 22.751 18.559 16.943
C71 21.935 19.694 16.410
C72 21.231 18.495 14.408
H149 16.786 17.361 16.094
H150 16.001 18.303 14.720
H151 15.424 18.520 16.349
H152 17.681 19.687 16.915
H153 16.696 20.420 15.636
H154 18.036 20.127 13.989
H155 18.468 18.464 14.438
H156 19.434 20.577 16.363
H157 20.229 20.761 14.782
H158 19.717 17.164 16.298
H159 19.775 18.471 17.527
H160 21.962 16.506 16.577
H161 21.726 17.086 18.165
H162 23.522 18.360 16.166
H163 23.171 18.927 17.884
H164 22.354 20.357 15.630
H165 21.456 20.228 17.220
H166 22.085 17.922 14.621
H167 21.601 19.312 13.763
H168 20.471 17.916 13.911
Cl1 20.009 22.044 18.528
O7 24.779 20.428 14.896
C73 24.100 20.378 13.707
O8 24.285 19.363 12.961
O9 23.459 21.465 13.377
H169 25.429 19.676 14.976
O10 25.074 17.602 19.877
C74 24.203 16.524 19.798
O11 24.797 15.395 19.616
O12 23.007 16.666 20.038
H170 25.945 17.267 19.900
O13 14.199 21.868 13.748
C75 14.502 20.491 13.702
O14 13.662 19.685 14.296
O15 15.583 20.111 13.219
H171 13.306 21.917 14.091
O16 17.866 18.110 19.029
C76 17.044 17.016 18.673
O17 15.853 17.153 18.881
O18 17.718 16.019 18.330
H172 17.298 18.867 19.136
O19 20.813 13.631 14.463
C77 21.938 14.057 15.101
O20 22.295 13.558 16.142
O21 22.579 14.931 14.466
H173 20.327 13.013 15.021

DFT total energy = -151563.249 eV
HOMO-LUMO gap = 7.890 eV
LUMO energy = -4.608 eV
Net charge = +3